(1)
# C5H12O2

C5H12O2 in the gas phase (wB97M-V/def2-TZVPD, the OMol25 dataset).

Structure (SMILES) = CC[C@@H](O)[C@@H](C)O
Gap between HOMO and LUMO = 10.899 eV
ΔE to the lowest compared entry with this formula, charge and spin = 13.44 kcal/mol
LUMO level = 0.843 eV
E_tot = -348.18339 Eh
HOMO energy = -10.06 eV

Last column: natural (NBO) charge in e.
Cartesian coordinates (Å):
C1 2.122754 0.002506 1.511475  -0.631
C2 0.812945 0.625044 1.007768  -0.430
C3 0.240254 -0.001352 -0.264780  0.081
O1 0.259308 -1.425104 -0.200014  -0.743
C4 -1.240900 0.370659 -0.471176  0.085
C5 -1.710173 0.066221 -1.891052  -0.633
O2 -2.027392 -0.311661 0.485269  -0.721
H1 1.972722 -0.970713 1.998639  0.201
H2 2.870433 -0.129198 0.717692  0.205
H3 2.567870 0.654916 2.267454  0.226
H4 0.048743 0.551589 1.790373  0.221
H5 0.976742 1.692462 0.813360  0.208
H6 0.819891 0.328172 -1.144068  0.159
H7 1.063488 -1.682138 0.265766  0.479
H8 -1.373289 1.439694 -0.258290  0.175
H9 -1.522444 -0.986473 -2.129452  0.214
H10 -2.783874 0.256817 -1.981288  0.219
H11 -1.180489 0.683921 -2.626206  0.205
H12 -1.694015 -1.222957 0.470698  0.479

Force components x, y, z for each atom (eV/Å):
0.04 0.02 0.01
-0.05 0.02 0.04
-0.01 0.25 0.00
0.22 -0.14 0.03
0.14 0.21 -0.17
0.01 -0.04 -0.03
0.02 -0.21 0.02
-0.04 0.17 -0.13
-0.17 0.09 0.06
-0.02 -0.11 -0.06
0.12 0.03 -0.06
-0.07 -0.15 0.00
-0.07 -0.05 0.17
-0.14 -0.10 -0.12
0.10 -0.14 -0.07
-0.04 0.13 0.02
0.17 -0.01 0.03
-0.06 -0.08 0.13
-0.13 0.12 0.11


(2)
# C25H40BrNOP2Pt

A molecular structure, C25H40BrNOP2Pt at a distorted geometry (wB97M-V/def2-TZVPD, the OMol25 dataset).

Gap between HOMO and LUMO (spin up / spin down) = 5.835 / 5.074 eV
ΔE to the lowest compared entry with this formula, charge and spin = 23.73 kcal/mol
LUMO level (spin up / spin down) = -13.073 / -15.998 eV
Net charge = +4
2S+1 = 5
E_tot = -4480.82479 Eh
HOMO energy (spin up / spin down) = -18.91 / -21.07 eV

Last column: Mulliken charge in e.
Cartesian coordinates (Å):
C1 -5.540368 -3.778033 0.906274  -0.151
C2 -4.528455 -3.562644 -0.097710  0.357
C3 -4.711865 -4.344148 -1.261086  -0.282
C4 -5.827650 -5.185793 -1.425040  -0.265
N1 -6.789390 -5.369934 -0.505175  -0.357
C5 -6.633782 -4.659783 0.634746  -0.179
C6 -3.359840 -2.669010 0.002729  -0.100
C7 -2.389558 -1.983632 0.362023  -0.303
C8 -1.281428 -1.602891 1.241930  0.147
C9 -1.378472 -0.306759 1.897549  -0.620
C10 -0.438843 0.005589 2.934717  -0.709
C11 0.630754 -0.851248 3.258332  0.105
C12 0.760179 -2.056883 2.503029  -0.793
C13 -0.189124 -2.470755 1.580483  0.076
Pt1 -0.263236 -0.265953 -0.161864  0.960
P1 0.155539 2.202644 -0.064652  0.685
H1 -3.969320 -4.328721 -2.064686  0.467
H2 -5.547951 -3.319663 1.917567  0.429
H3 -5.976042 -5.759361 -2.342163  0.421
H4 -7.452203 -4.825141 1.365633  0.418
H5 -0.131512 -3.441168 1.073425  0.587
H6 -2.295875 0.288368 1.780594  0.684
H7 1.687874 -2.593788 2.650983  0.678
H8 -0.470789 0.970455 3.403179  0.894
C14 1.653511 3.399821 0.048058  -0.939
C15 1.655885 4.648758 -0.834138  -1.552
H9 2.575394 2.824905 -0.112047  0.536
H10 1.682992 3.685983 1.106695  0.650
H11 2.433677 5.345278 -0.502024  0.389
H12 1.873744 4.417605 -1.879933  0.387
H13 0.718348 5.209752 -0.809224  0.385
C16 -0.591547 2.656306 -1.709651  -0.437
C17 -2.118575 2.673212 -1.655327  -1.284
H14 -0.240478 1.889607 -2.423435  0.155
H15 -0.203275 3.620076 -2.065642  0.568
H16 -2.536313 2.385239 -2.627954  0.420
H17 -2.523875 1.966510 -0.920901  0.206
H18 -2.503275 3.671077 -1.415651  0.344
C18 -0.841855 3.025304 1.241014  -0.160
C19 -1.086819 4.528128 1.087225  -1.428
H19 -0.301758 2.868538 2.186454  0.319
H20 -1.783968 2.481551 1.343233  0.328
H21 -1.790235 4.872604 1.846515  0.443
H22 -0.163655 5.096048 1.236532  0.358
H23 -1.502142 4.798688 0.115908  0.314
Br1 2.102042 -0.274720 4.263360  0.142
P2 1.879775 -0.601768 -0.735148  1.077
C20 2.515332 0.606441 -1.956499  -0.099
C21 3.922054 0.399243 -2.502768  -1.595
H24 2.512786 1.592709 -1.460451  -0.250
H25 1.813086 0.650788 -2.798979  0.487
H26 4.201932 1.194340 -3.217745  0.471
H27 4.675110 0.448127 -1.720105  0.451
H28 4.013667 -0.553809 -3.035806  0.293
C22 3.341818 -0.796547 0.375152  -0.367
C23 4.516108 -1.575073 -0.206626  -1.274
H29 3.037301 -1.224127 1.327471  0.138
H30 3.670172 0.242057 0.560112  0.434
H31 5.335542 -1.633871 0.519655  0.405
H32 4.266635 -2.596038 -0.502948  0.344
H33 4.942580 -1.074553 -1.079674  0.226
C24 1.622721 -2.325310 -1.333112  -0.769
C25 2.241539 -2.522919 -2.697337  -1.468
H34 0.552572 -2.537797 -1.334157  0.575
H35 2.081348 -2.965366 -0.570624  0.486
H36 1.807694 -3.391681 -3.208851  0.423
H37 2.094153 -1.661413 -3.347873  0.349
H38 3.318527 -2.692586 -2.607240  0.332
O1 0.232505 2.626123 4.523763  -0.612
H39 -0.213782 2.427204 5.351689  0.355
H40 1.052358 2.083813 4.548217  0.293

Force components x, y, z for each atom (eV/Å):
1.59 1.28 0.09
-0.73 -0.36 -0.44
1.79 1.47 0.52
-2.25 -1.37 0.47
1.07 1.11 0.51
-1.39 -1.70 -1.14
0.75 0.49 1.55
-1.02 -1.89 0.38
-1.38 1.04 -0.26
0.29 -0.79 0.10
-0.53 0.42 -0.70
1.03 -0.43 -1.24
-0.17 -0.45 0.06
0.76 -0.31 0.83
-0.70 2.06 0.81
-0.48 3.34 -0.57
-0.25 0.09 0.25
0.29 -0.12 -0.89
0.23 0.18 0.06
0.70 0.35 -0.27
0.22 0.42 0.22
0.58 -0.21 0.08
-0.27 -0.54 0.05
-0.28 0.55 0.42
0.79 -1.08 0.59
-0.34 0.07 -0.55
-0.11 0.30 0.10
-0.14 -0.15 -0.12
-0.02 -0.31 0.16
0.00 -0.03 0.10
0.12 -0.15 0.06
-0.04 -0.75 0.03
-0.43 -0.08 -0.32
-0.08 0.31 0.08
0.09 -0.33 0.29
0.10 0.16 0.21
-0.01 0.06 -0.03
0.08 -0.32 0.00
-0.33 -0.61 0.47
0.27 0.31 -0.23
-0.03 -0.07 -0.14
-0.10 0.11 -0.07
0.02 -0.19 0.02
-0.20 -0.09 -0.02
0.03 -0.03 0.08
-1.15 -0.53 -0.37
2.79 -1.34 -0.31
-0.51 0.53 -0.57
0.70 -0.07 -0.58
-0.32 -0.51 -0.17
-0.04 0.09 0.18
-0.52 -0.23 0.27
-0.12 0.22 -0.17
0.12 0.31 0.17
-0.27 1.12 0.41
0.55 -0.35 -0.52
-0.11 -0.01 0.10
-0.09 -0.29 0.20
-0.36 0.00 0.09
-0.02 0.04 0.16
-0.15 -0.53 0.46
0.02 0.22 -0.12
0.29 -0.58 -0.76
-0.06 -0.13 -0.19
-0.11 0.04 -0.04
0.14 0.18 0.19
-0.09 -0.09 -0.07
-0.18 0.03 -0.08
0.72 -1.01 -0.57
-0.07 0.26 0.38
-0.65 0.92 0.32


(3)
# C3H3N2O

2 unconnected molecules or ions with the total composition C3H3N2O at a distorted geometry (wB97M-V/def2-TZVPD, the OMol25 dataset).

Gap between HOMO and LUMO = 8.582 eV
ΔE to the lowest compared entry with this formula, charge and spin = 85.86 kcal/mol
LUMO level = -6.301 eV
Net charge = +1
E_tot = -300.43256 Eh
HOMO energy = -14.88 eV

Last column: natural (NBO) charge in e.
Cartesian coordinates (Å):
C1 2.600926 0.185697 -0.143160  1.025
C2 0.578437 -0.957827 0.474577  0.588
C3 -1.893223 -0.225170 -0.171001  0.050
N1 1.697054 -0.535786 0.273633  -0.702
N2 -0.954547 0.426056 0.244062  -0.575
O1 3.480805 0.771346 -0.501366  -0.244
H1 -2.916110 0.262454 -0.242247  0.225
H2 -1.691280 -1.368759 -0.241794  0.223
H3 -0.902059 1.441990 0.307300  0.410

Force components x, y, z for each atom (eV/Å):
-0.38 -0.32 0.34
-3.39 -1.13 0.55
-3.60 -2.50 -0.06
1.75 0.91 -0.30
4.68 1.29 0.50
1.32 0.95 -0.61
1.11 -0.97 -0.55
-0.86 1.88 -0.09
-0.63 -0.13 0.23